Record 1
The following is a DFT calculation (ωB97M-V/def2-TZVPD) of a molecular structure, C23H29FeN4O3 in a non-equilibrium geometry.

Properties
- multiplicity = 5
- highest occupied orbital energy (spin up / spin down) (eV) = 0.62 / -4.10
- charge = -1
- expectation value of S² = 6.05
- DFT total energy (a.u.) = -2602.01717

```
60
C23H29FeN4O3 | the OMol25 dataset | ωB97M-V/def2-TZVPD
O 4.736 2.273 0.580
C 3.895 3.075 0.558
Fe 2.587 4.209 1.017
C 3.824 5.305 1.557
O 4.679 5.894 2.085
C 2.544 3.734 2.710
O 2.627 3.339 3.796
C 0.945 2.955 0.212
C -0.221 3.378 1.047
C -0.276 4.892 1.314
C 1.104 5.488 1.398
C 1.755 5.901 0.185
C 1.689 5.087 -0.950
C 1.563 3.694 -0.814
H 1.112 1.872 0.206
H -1.174 3.047 0.597
H -0.180 2.830 2.009
H -0.871 5.374 0.519
H -0.789 5.064 2.273
H 1.274 6.090 2.301
H 2.275 6.863 0.149
H 2.032 5.475 -1.910
H 2.007 3.105 -1.629
C -5.262 -1.149 -0.805
C -4.347 -1.713 -1.882
N -3.223 -2.498 -1.361
C -3.266 -3.898 -1.720
C -2.401 -4.748 -0.819
N -1.142 -4.112 -0.542
C -0.034 -4.997 -0.291
C 0.978 -4.369 0.638
N 1.231 -2.990 0.304
C 2.471 -2.426 0.844
C 3.414 -1.902 -0.233
C 0.223 -2.178 -0.117
C 0.337 -0.762 -0.106
N -0.704 0.013 -0.397
C -1.876 -0.509 -0.790
C -2.080 -1.913 -0.898
C -1.002 -2.766 -0.524
H -6.050 -0.569 -1.297
H -5.744 -1.951 -0.231
H -4.723 -0.491 -0.114
H -4.919 -2.410 -2.511
H -3.958 -0.898 -2.508
H -4.311 -4.222 -1.631
H -2.952 -4.041 -2.772
H -2.947 -4.956 0.118
H -2.202 -5.709 -1.299
H -0.431 -5.914 0.151
H 0.460 -5.272 -1.239
H 0.619 -4.461 1.681
H 1.933 -4.899 0.551
H 2.222 -1.617 1.548
H 2.950 -3.244 1.395
H 4.272 -1.435 0.262
H 3.784 -2.729 -0.853
H 2.942 -1.160 -0.888
H 1.272 -0.260 0.161
H -2.670 0.207 -1.036
```

=====

Record 2
The following is a DFT calculation (ωB97M-V/def2-TZVPD) of a single C5H5NO2 molecule in a non-equilibrium geometry.

Properties
- SMILES string = O=C(O)c1cc[nH]c1
- highest occupied orbital energy (eV) = -8.93
- ΔE to the lowest compared entry with this formula, charge and spin (kJ/mol) = 310.29
- DFT total energy (a.u.) = -398.66029

```
13
C5H5NO2 | the OMol25 dataset | ωB97M-V/def2-TZVPD
O -0.643 -1.686 1.626
C 0.025 -0.710 1.187
O 1.075 -0.284 2.053
C -0.023 0.012 -0.087
C -0.970 -0.347 -1.050
C -0.797 0.677 -2.037
N 0.319 1.365 -1.709
C 0.788 1.001 -0.416
H 1.015 -0.639 2.999
H -1.951 -1.223 -0.853
H -1.188 0.553 -2.792
H 0.580 2.227 -2.325
H 1.720 1.487 -0.087
```

=====

Record 3
The following is a DFT calculation (ωB97M-V/def2-TZVPD) of a single C6H12O molecule in a non-equilibrium geometry.

Properties
- SMILES string = C[C@@H](O)C1(C)CC1
- highest occupied orbital energy (eV) = -9.67
- ΔE to the lowest compared entry with this formula, charge and spin (kJ/mol) = 202.46
- DFT total energy (a.u.) = -310.98216

```
19
C6H12O | the OMol25 dataset | ωB97M-V/def2-TZVPD
C 1.761 -0.836 -0.769
C 1.025 0.352 -0.172
O 0.939 1.312 -1.225
C -0.388 0.086 0.447
C -0.504 -0.727 1.708
C -1.145 1.336 0.158
C -1.353 0.012 -0.677
H 2.685 -0.452 -1.219
H 2.005 -1.610 -0.038
H 1.169 -1.275 -1.582
H 1.633 0.830 0.606
H 0.104 1.129 -1.683
H 0.136 -0.320 2.500
H -0.227 -1.773 1.533
H -1.539 -0.710 2.068
H -2.091 1.601 0.604
H -0.503 2.211 0.066
H -2.374 -0.314 -0.514
H -0.966 -0.446 -1.599
```

=====

Record 4
The following is a DFT calculation (ωB97M-V/def2-TZVPD) of 11 unconnected molecules or ions with the total composition C35H87BN5O21 in a non-equilibrium geometry.

Properties
- highest occupied orbital energy (eV) = -6.65
- charge = -1
- DFT total energy (a.u.) = -3264.30424

```
149
C35H87BN5O21 | the OMol25 dataset | ωB97M-V/def2-TZVPD
O 3.362 2.169 -0.751
C 2.427 2.067 0.002
O 1.366 1.328 -0.158
B 0.426 1.582 0.965
O 1.211 2.310 1.976
C 2.363 2.699 1.469
O 3.298 3.205 2.103
O -0.201 0.420 1.585
C -1.454 0.289 1.153
O -2.172 -0.691 1.074
C -1.735 1.587 0.476
O -0.701 2.391 0.509
O -2.853 1.900 0.031
C 3.618 6.230 2.921
O 4.619 7.152 2.498
H 4.025 5.300 3.318
H 2.969 6.645 3.692
H 3.090 6.011 1.992
H 5.165 6.662 1.879
C 5.647 0.501 -0.781
O 6.704 -0.432 -0.453
H 4.681 0.034 -0.973
H 5.497 1.184 0.055
H 5.869 1.131 -1.642
H 7.490 0.120 -0.439
C -0.940 4.474 3.591
O -0.732 5.906 3.544
H -1.887 4.200 4.056
H -0.712 4.084 2.599
H -0.164 3.976 4.173
H -0.433 6.266 4.382
C -4.030 -3.147 -0.741
O -3.491 -4.329 -0.185
H -3.415 -2.251 -0.660
H -4.065 -3.217 -1.828
H -5.061 -3.006 -0.417
H -3.692 -5.036 -0.803
C 4.434 5.661 -0.869
O 3.421 6.610 -1.047
H 5.319 6.061 -0.374
H 4.033 4.973 -0.124
H 4.726 4.998 -1.683
H 2.796 6.273 -1.693
C 2.258 -2.057 1.993
O 1.237 -2.965 1.597
C 0.249 -3.226 2.568
C -0.379 -4.602 2.195
N 0.535 -5.624 2.676
C 0.133 -6.952 2.066
C 0.196 -6.899 0.538
O 1.122 -7.866 -0.023
C 0.517 -9.160 0.100
H 2.551 -1.576 1.060
H 3.224 -2.371 2.388
H 1.910 -1.215 2.592
H -0.360 -2.324 2.622
H 0.522 -3.161 3.621
H -0.749 -4.635 1.170
H -1.218 -4.749 2.875
H 1.422 -5.350 2.277
H -0.845 -7.112 2.520
H 0.781 -7.782 2.348
H 0.525 -5.951 0.113
H -0.775 -6.940 0.043
H -0.492 -9.136 -0.311
H 0.489 -9.488 1.140
H 1.276 -9.816 -0.326
C 3.275 0.897 -8.319
O 3.444 0.722 -6.976
C 2.523 1.425 -6.178
C 2.898 1.236 -4.713
N 2.106 1.919 -3.653
C 0.658 1.700 -3.706
C -0.175 2.611 -2.745
O -0.510 3.915 -3.339
C -1.909 3.922 -3.641
H 4.181 0.582 -8.836
H 3.170 1.971 -8.476
H 2.340 0.460 -8.669
H 1.545 0.950 -6.251
H 2.437 2.493 -6.379
H 3.965 1.450 -4.659
H 2.782 0.153 -4.659
H 2.306 1.582 -2.722
H 0.555 0.669 -3.367
H 0.212 1.952 -4.669
H 0.425 2.930 -1.893
H -1.041 2.028 -2.430
H -2.080 4.836 -4.210
H -2.568 3.831 -2.778
H -2.108 3.050 -4.263
C 1.865 -6.467 -9.474
O 1.353 -5.652 -8.387
C 2.315 -5.321 -7.343
C 1.564 -4.840 -6.028
N 0.896 -3.542 -6.189
C 0.209 -3.021 -4.958
C 1.261 -2.404 -3.940
O 0.623 -2.211 -2.719
C 1.325 -1.347 -1.762
H 1.182 -6.421 -10.322
H 2.128 -7.480 -9.170
H 2.742 -5.889 -9.768
H 3.097 -4.689 -7.764
H 2.867 -6.202 -7.017
H 2.248 -4.899 -5.181
H 0.849 -5.607 -5.731
H 1.738 -3.019 -6.384
H -0.353 -3.817 -4.471
H -0.463 -2.230 -5.293
H 1.617 -1.465 -4.364
H 2.168 -3.009 -3.906
H 2.077 -1.854 -1.157
H 0.602 -0.946 -1.052
H 1.842 -0.577 -2.336
C -6.714 3.271 6.002
C -6.732 3.779 4.609
C -6.424 2.711 3.641
O -5.066 2.251 3.798
C -4.624 1.394 2.715
N -8.067 4.229 4.286
H -7.379 2.414 6.104
H -7.080 4.129 6.567
H -5.693 2.963 6.226
H -6.056 4.634 4.639
H -6.498 3.071 2.615
H -7.164 1.911 3.650
H -5.311 0.644 2.321
H -3.851 0.813 3.218
H -4.253 2.036 1.916
H -8.666 3.434 4.112
H -8.525 4.390 5.172
C -3.110 1.030 7.764
C -2.283 2.119 7.127
C -1.612 1.582 5.789
O -0.370 0.841 6.096
C 0.192 0.275 4.998
N -3.034 3.341 6.982
H -2.413 0.194 7.802
H -3.890 0.729 7.065
H -3.677 1.217 8.676
H -1.360 2.253 7.691
H -1.149 2.445 5.309
H -2.231 1.063 5.058
H 1.059 -0.309 5.309
H 0.500 1.139 4.410
H -0.424 -0.419 4.427
H -3.557 3.305 6.118
H -3.667 3.409 7.766
```

=====

Record 5
The following is a DFT calculation (ωB97M-V/def2-TZVPD) of a molecular structure, C34H27F12N4O6PtS in a non-equilibrium geometry.

Properties
- highest occupied orbital energy (eV) = -4.12
- charge = -1
- ΔE to the lowest compared entry with this formula, charge and spin (kJ/mol) = 292.26
- DFT total energy (a.u.) = -3698.29035

```
85
C34H27F12N4O6PtS | the OMol25 dataset | ωB97M-V/def2-TZVPD
Pt 0.100 0.477 0.247
C 1.889 3.268 -5.036
C 1.170 2.582 -3.880
C -0.272 2.472 -4.093
C -0.988 1.576 -3.379
C -0.317 0.649 -2.532
N -0.896 0.005 -1.454
C -2.104 -0.676 -1.523
C -2.718 -0.849 -2.778
C -3.912 -1.519 -2.938
C -4.561 -2.085 -1.851
C -5.874 -2.811 -1.986
C -3.922 -1.993 -0.627
C -2.705 -1.341 -0.432
C -2.090 -1.407 0.974
O -0.774 -1.045 1.119
C -3.033 -0.600 1.938
F -3.413 0.556 1.388
F -2.432 -0.336 3.106
F -4.174 -1.255 2.237
C -2.006 -2.908 1.441
F -3.176 -3.517 1.698
F -1.395 -3.628 0.499
F -1.288 -3.014 2.567
C 1.061 0.386 -2.793
C 1.774 1.286 -3.518
C 1.642 -0.840 -2.072
O 1.447 -0.792 -0.711
C 3.190 -1.007 -2.281
F 3.895 -0.048 -1.674
F 3.595 -2.172 -1.760
F 3.585 -0.999 -3.570
C 1.032 -2.182 -2.658
F 1.702 -2.618 -3.745
F 1.070 -3.158 -1.753
F -0.239 -2.065 -3.052
H 1.521 4.288 -5.181
H 1.724 2.709 -5.956
H 2.965 3.313 -4.856
H -0.762 3.222 -4.707
H -2.070 1.606 -3.369
H -2.214 -0.479 -3.656
H -4.330 -1.622 -3.934
H -6.261 -2.736 -3.002
H -6.624 -2.397 -1.309
H -5.769 -3.871 -1.744
H -4.402 -2.461 0.219
H 2.817 1.140 -3.758
C 1.102 -3.231 7.178
C 1.445 -2.308 6.039
C 1.124 -2.644 4.727
C 1.432 -1.795 3.676
C 2.075 -0.595 3.943
C 2.397 -0.233 5.241
C 2.080 -1.093 6.282
S 2.433 0.475 2.574
O 3.070 -0.314 1.553
O 3.164 1.595 3.121
N 0.992 0.897 2.048
C 0.126 1.625 2.964
C -0.766 2.501 2.107
O -1.077 3.639 2.359
O -1.248 1.868 1.041
H 0.801 -4.212 6.814
H 0.279 -2.828 7.773
H 1.955 -3.360 7.847
H 0.618 -3.580 4.522
H 1.159 -2.043 2.658
H 2.894 0.712 5.416
H 2.329 -0.817 7.301
H 0.682 2.201 3.701
H -0.557 0.937 3.478
N -0.681 3.479 -1.164
C 0.563 3.063 -1.380
C 1.342 3.636 -2.489
C 2.745 3.802 -2.121
C 3.291 2.946 -1.229
C 2.464 1.999 -0.586
N 1.132 2.092 -0.597
H -1.089 4.137 -1.801
H -1.211 3.105 -0.382
H 0.909 4.584 -2.808
H 3.344 4.527 -2.656
H 4.348 2.940 -1.005
H 2.880 1.187 -0.011
```

=====

Record 6
The following is a DFT calculation (ωB97M-V/def2-TZVPD) of a molecular structure, C42H35AsF6N9O2S2W in a non-equilibrium geometry.

Properties
- multiplicity = 2
- highest occupied orbital energy (spin up / spin down) (eV) = -13.31 / -13.32
- charge = +2
- expectation value of S² = 0.76
- ΔE to the lowest compared entry with this formula, charge and spin (kJ/mol) = 82.66
- DFT total energy (a.u.) = -5962.86494

```
98
C42H35AsF6N9O2S2W | the OMol25 dataset | ωB97M-V/def2-TZVPD
W -0.317 0.731 1.396
C 3.583 -1.134 0.420
C 3.766 -2.166 1.344
C 2.907 -2.243 2.407
C 1.867 -1.310 2.545
N 1.616 -0.399 1.585
C 2.513 -0.295 0.573
N 1.191 -1.354 3.729
C 0.438 -0.405 4.132
N -0.029 0.735 3.441
C -0.989 1.338 4.293
N -1.822 2.274 4.061
C -1.834 3.032 2.921
C -2.635 4.178 2.953
C -2.604 5.068 1.908
C -1.752 4.809 0.836
C -1.025 3.650 0.837
N -1.083 2.742 1.841
C -0.980 0.654 5.587
C -1.680 0.921 6.749
C -1.470 0.058 7.816
C -0.594 -1.026 7.713
C 0.102 -1.282 6.539
C -0.117 -0.413 5.486
H 4.276 -0.963 -0.392
H 4.587 -2.864 1.246
H 3.019 -2.970 3.198
H 2.359 0.514 -0.115
H -3.232 4.339 3.838
H -3.208 5.964 1.931
H -1.642 5.502 0.014
H -0.344 3.441 0.032
H -2.355 1.763 6.818
H -1.993 0.225 8.748
H -0.457 -1.675 8.567
H 0.783 -2.116 6.448
S -0.507 -1.567 0.048
C 0.415 -1.392 -1.354
N 1.060 -2.374 -1.919
C 1.765 -2.176 -3.193
C 0.984 -1.220 -4.046
N 0.749 0.016 -3.290
C 0.867 1.272 -4.069
C 2.317 1.545 -4.379
C 3.182 1.909 -3.347
C 4.521 2.142 -3.616
C 5.001 2.017 -4.915
C 4.141 1.665 -5.943
C 2.799 1.427 -5.676
C 0.480 -0.030 -2.012
S 0.252 1.352 -1.083
C 1.178 -3.731 -1.340
C 0.369 -4.723 -2.134
C -1.022 -4.662 -2.128
C -1.758 -5.567 -2.875
C -1.111 -6.539 -3.628
C 0.273 -6.607 -3.633
C 1.013 -5.697 -2.889
H 1.843 -3.145 -3.682
H 2.769 -1.799 -2.981
H 0.022 -1.645 -4.345
H 1.551 -0.961 -4.937
H 0.419 2.077 -3.494
H 0.283 1.127 -4.979
H 2.806 2.045 -2.338
H 5.186 2.441 -2.816
H 6.044 2.209 -5.125
H 4.512 1.582 -6.956
H 2.125 1.167 -6.485
H 0.872 -3.677 -0.298
H 2.240 -3.983 -1.383
H -1.532 -3.918 -1.526
H -2.839 -5.524 -2.862
H -1.688 -7.249 -4.205
H 0.779 -7.369 -4.210
H 2.096 -5.761 -2.883
O -1.767 -0.435 2.230
N -3.007 -0.397 1.837
N -3.136 0.349 0.845
O -2.064 0.944 0.352
C -4.429 0.695 0.301
C -5.527 -0.078 0.646
C -6.760 0.292 0.139
C -6.875 1.402 -0.691
C -5.755 2.151 -1.023
C -4.508 1.801 -0.526
H -5.422 -0.937 1.292
H -7.635 -0.291 0.391
H -7.843 1.682 -1.082
H -5.849 3.012 -1.669
H -3.624 2.373 -0.769
F 1.248 2.067 1.389
As 2.847 3.478 1.327
F 1.886 4.190 0.094
F 3.484 2.445 0.105
F 4.097 4.595 1.301
F 3.469 2.420 2.503
F 1.872 4.241 2.494
```

=====

Record 7
The following is a DFT calculation (ωB97M-V/def2-TZVPD) of a single C3H4ClFO molecule in a non-equilibrium geometry.

Properties
- SMILES string = OC/C=C(/F)Cl
- highest occupied orbital energy (eV) = -9.66
- ΔE to the lowest compared entry with this formula, charge and spin (kJ/mol) = 94.06
- DFT total energy (a.u.) = -751.95514

```
10
C3H4ClFO | the OMol25 dataset | ωB97M-V/def2-TZVPD
O -0.454 1.651 -1.146
C -0.167 0.971 0.053
C 0.054 -0.485 -0.288
C 0.308 -1.390 0.658
F 0.327 -2.715 0.410
Cl 0.464 -0.903 2.270
H 0.005 1.100 -1.924
H 0.654 1.407 0.612
H -1.025 1.123 0.700
H -0.166 -0.758 -1.346
```

=====

Record 8
The following is a DFT calculation (ωB97M-V/def2-TZVPD) of a single C18H22BrN5O molecule in a non-equilibrium geometry.

Properties
- SMILES string = OCC1CCN(c2nccnc2C2CN(c3ccc(Br)cn3)C2)CC1
- highest occupied orbital energy (eV) = -8.56
- ΔE to the lowest compared entry with this formula, charge and spin (kJ/mol) = 0.00
- DFT total energy (a.u.) = -3622.01802

```
47
C18H22BrN5O | the OMol25 dataset | ωB97M-V/def2-TZVPD
O -1.654 -3.906 -1.831
C -1.383 -3.255 -3.098
C -1.394 -1.768 -2.997
C -0.118 -1.097 -3.590
C -0.050 0.464 -3.249
N -0.389 0.725 -1.781
C -0.143 2.078 -1.448
N -0.026 3.071 -2.366
C 0.223 4.306 -1.936
C 0.314 4.595 -0.600
N 0.077 3.734 0.415
C -0.007 2.410 -0.023
C -0.057 1.358 1.029
C -0.023 1.705 2.532
N 1.291 1.028 2.639
C 1.352 -0.094 3.536
C 2.390 -0.162 4.468
C 2.569 -1.328 5.267
C 1.665 -2.343 5.076
Br 1.685 -3.880 6.366
C 0.663 -2.150 4.076
N 0.532 -1.084 3.336
C 1.306 0.692 1.170
C -1.756 0.296 -1.604
C -1.785 -1.294 -1.598
H -1.728 -4.888 -1.855
H -2.163 -3.623 -3.800
H -0.501 -3.633 -3.568
H -2.263 -1.467 -3.632
H 0.744 -1.525 -3.071
H -0.013 -1.266 -4.588
H -0.763 0.895 -3.942
H 0.963 0.875 -3.583
H 0.210 5.067 -2.755
H 0.289 5.703 -0.516
H -0.654 0.566 0.751
H -0.867 1.270 3.060
H 0.038 2.749 2.794
H 3.029 0.697 4.724
H 3.310 -1.314 6.054
H 0.021 -3.049 3.889
H 1.293 -0.388 0.921
H 2.087 1.108 0.546
H -2.374 0.703 -2.354
H -2.049 0.648 -0.613
H -1.100 -1.581 -0.813
H -2.793 -1.649 -1.439
```

=====

Record 9
The following is a DFT calculation (ωB97M-V/def2-TZVPD) of 2 unconnected molecules or ions with the total composition C6H11N in a non-equilibrium geometry.

Properties
- highest occupied orbital energy (eV) = -7.82
- ΔE to the lowest compared entry with this formula, charge and spin (kJ/mol) = 512.68
- DFT total energy (a.u.) = -289.77641

```
18
C6H11N | the OMol25 dataset | ωB97M-V/def2-TZVPD
C 1.153 -0.534 1.846
C 0.303 0.404 1.533
C -0.278 0.091 -0.698
C -0.063 1.644 2.375
C 0.901 0.258 -1.626
C -1.723 -1.313 -1.859
N -1.310 -0.597 -0.685
H 1.828 -0.540 2.635
H 1.522 -1.199 1.018
H -0.877 1.312 3.084
H -0.460 2.315 1.586
H 0.854 1.906 2.836
H 1.836 -0.096 -1.253
H 0.635 -0.310 -2.511
H 1.085 1.360 -1.886
H -2.671 -1.599 -1.638
H -1.009 -2.222 -1.946
H -1.728 -0.881 -2.811
```